# 1
{
  "formula": "C28H51F8NO9S7",
  "method": "the ωB97M-V functional and the def2-TZVPD basis",
  "symbols": ["C", "C", "F", "C", "N", "C", "O", "C", "C", "C", "C", "C", "F", "F", "C", "F", "F", "C", "F", "F", "F", "C", "C", "C", "O", "H", "H", "H", "H", "H", "H", "H", "H", "H", "C", "S", "O", "C", "H", "H", "H", "H", "H", "H", "C", "S", "O", "C", "H", "H", "H", "H", "H", "H", "C", "S", "O", "C", "H", "H", "H", "H", "H", "H", "C", "S", "O", "C", "H", "H", "H", "H", "H", "H", "C", "S", "O", "C", "H", "H", "H", "H", "H", "H", "C", "S", "O", "C", "H", "H", "H", "H", "H", "H", "C", "S", "O", "C", "H", "H", "H", "H", "H", "H"],
  "coordinates": [[6.343985, 4.502077, 0.066331], [5.289748, 3.614276, 0.694311], [5.940317, 2.589008, 1.342998], [4.442629, 2.982532, -0.417267], [3.034702, 2.832260, -0.058759], [2.621863, 1.791907, 0.797167], [3.329393, 0.951383, 1.310236], [1.116754, 1.948165, 0.817238], [0.197038, 1.499178, 1.686727], [-1.102622, 1.791444, 1.421314], [-1.452954, 2.496131, 0.328336], [-2.907728, 2.806925, 0.082671], [-3.299521, 2.095306, -1.010671], [-3.673695, 2.412898, 1.101332], [-3.230373, 4.291491, -0.249480], [-2.998691, 4.515070, -1.546158], [-4.519442, 4.516522, -0.001486], [-2.413625, 5.344837, 0.573268], [-3.183360, 6.437900, 0.714470], [-2.118908, 4.911557, 1.789527], [-1.327964, 5.735161, -0.066762], [-0.507243, 2.936527, -0.568392], [0.775863, 2.666078, -0.295153], [2.046354, 3.031572, -1.031710], [2.192685, 3.409902, -2.174668], [5.900231, 5.270532, -0.558612], [6.998218, 3.900324, -0.559947], [6.940767, 4.940691, 0.861251], [4.649417, 4.184938, 1.363392], [4.877344, 2.046287, -0.759858], [4.469753, 3.671607, -1.254309], [0.496978, 0.946908, 2.552558], [-1.885529, 1.480621, 2.088579], [-0.783195, 3.491494, -1.451430], [7.097722, 0.151760, 3.395753], [8.660948, 0.695196, 2.693065], [8.467118, 0.816599, 1.226986], [9.529683, -0.850850, 2.983312], [6.377668, 0.959335, 3.279158], [6.749048, -0.733682, 2.862409], [7.235533, -0.069381, 4.455133], [9.001802, -1.665733, 2.483993], [9.587753, -1.038595, 4.056220], [10.534670, -0.761382, 2.575393], [0.319787, 2.858843, 6.856384], [-0.365807, 1.609262, 5.762934], [-0.186171, 2.103669, 4.367819], [-2.084504, 1.893310, 6.203770], [1.397431, 2.880742, 6.709180], [-0.104485, 3.832617, 6.611705], [0.097925, 2.595220, 7.890399], [-2.347903, 2.931830, 6.002693], [-2.230122, 1.660582, 7.258470], [-2.702093, 1.234134, 5.597179], [-4.714793, 1.304814, -3.728834], [-5.460211, -0.174025, -3.036174], [-4.631251, -1.328835, -3.489324], [-6.932892, -0.135488, -4.061208], [-3.747783, 1.455547, -3.256617], [-4.587890, 1.151538, -4.797162], [-5.351193, 2.167980, -3.534586], [-6.649309, -0.157996, -5.115470], [-7.500775, 0.768327, -3.840591], [-7.539081, -1.006491, -3.823767], [-8.912554, -1.615230, -0.144999], [-9.551892, -2.468092, -1.592714], [-9.646114, -1.465730, -2.685728], [-11.213016, -2.710321, -0.948068], [-7.881746, -1.331265, -0.349527], [-9.508558, -0.722965, 0.048043], [-8.942896, -2.286655, 0.713223], [-11.655399, -1.745042, -0.701194], [-11.168384, -3.345957, -0.063675], [-11.805471, -3.198870, -1.718598], [6.755524, -5.377389, 3.606706], [6.403188, -4.602675, 2.023530], [7.444318, -3.566961, 1.797216], [4.911284, -3.755250, 2.561748], [7.683802, -5.936456, 3.509531], [6.866650, -4.610000, 4.373143], [5.943862, -6.058130, 3.864150], [5.145345, -3.096269, 3.398251], [4.160595, -4.491614, 2.854450], [4.537149, -3.165751, 1.726719], [2.412346, -8.155824, -0.438745], [3.113756, -6.877290, 0.612459], [2.099137, -6.548953, 1.647959], [3.056846, -5.572360, -0.622754], [2.318796, -9.064426, 0.152135], [1.429042, -7.842808, -0.789853], [3.078482, -8.335836, -1.282513], [2.030351, -5.433754, -0.962269], [3.702628, -5.837676, -1.459736], [3.417565, -4.654947, -0.162482], [-3.586228, -1.093164, -7.087028], [-4.458322, 0.414234, -7.526084], [-5.911210, 0.142430, -7.362927], [-4.100546, 0.350112, -9.286697], [-3.722205, -1.262010, -6.017739], [-4.000865, -1.931188, -7.647504], [-2.525088, -0.973784, -7.307747], [-4.481396, -0.582309, -9.703380], [-3.023817, 0.423787, -9.439286], [-4.594969, 1.194011, -9.763236]],
  "forces_ev_per_a": [[0.2, -0.2, 0.3], [0.0, -0.3, -1.5], [0.0, 0.0, 0.8], [-0.2, 0.6, 0.0], [1.3, -0.8, -0.8], [-0.2, -0.4, 0.7], [-0.7, 1.1, -0.3], [1.9, -0.3, -0.3], [0.8, -1.1, 0.9], [-1.3, -0.6, 1.3], [-1.1, 0.8, -0.7], [0.7, -0.3, -0.7], [-0.4, -0.1, -0.2], [-0.4, 0.1, 0.5], [0.5, 0.0, 0.6], [0.1, 0.1, -0.4], [-0.6, -0.1, 0.0], [-1.0, 0.8, -0.2], [0.0, 0.0, 0.0], [0.2, -0.3, 0.2], [0.6, -0.2, 0.0], [-0.9, 0.8, -1.3], [1.5, 0.1, -0.9], [-0.9, 0.6, -0.2], [0.0, -0.2, 1.2], [-0.1, 0.2, 0.1], [0.1, -0.1, 0.0], [0.1, 0.2, -0.1], [0.0, -0.2, 0.4], [0.1, -0.2, 0.2], [-0.2, 0.0, -0.2], [-0.1, -0.2, 0.3], [0.0, -0.1, 0.3], [0.0, 0.0, -0.1], [-0.2, -0.1, 0.0], [0.0, 0.0, 0.0], [0.1, 0.0, 0.0], [0.0, -0.2, 0.0], [0.0, 0.0, -0.1], [0.1, 0.0, -0.1], [0.0, 0.0, 0.0], [0.0, 0.0, 0.0], [0.0, 0.0, 0.0], [0.0, 0.1, 0.0], [0.0, 0.1, 0.0], [0.0, 0.0, 0.0], [-0.1, 0.1, 0.3], [-0.1, 0.1, 0.0], [0.0, -0.1, 0.0], [0.0, 0.0, -0.1], [0.0, 0.0, 0.0], [0.1, 0.0, 0.0], [0.0, 0.0, 0.0], [0.1, 0.0, 0.0], [0.1, 0.0, 0.0], [-0.2, 0.0, 0.1], [0.1, 0.0, -0.1], [0.0, -0.1, -0.2], [0.0, -0.1, 0.0], [0.0, 0.0, -0.1], [0.0, 0.0, 0.0], [0.1, 0.0, 0.0], [0.0, 0.0, 0.1], [0.0, 0.0, 0.1], [0.0, 0.1, 0.1], [0.1, -0.1, 0.0], [-0.1, 0.1, 0.1], [-0.1, 0.0, 0.1], [0.0, 0.0, -0.1], [0.0, 0.0, -0.1], [0.0, 0.0, 0.0], [0.0, 0.0, 0.0], [0.0, 0.0, 0.0], [0.1, 0.0, 0.0], [0.0, 0.0, 0.1], [-0.1, -0.1, -0.1], [0.0, 0.1, 0.1], [-0.1, 0.0, 0.1], [0.0, 0.0, -0.1], [0.0, 0.0, 0.0], [0.0, 0.0, 0.0], [0.1, 0.0, 0.0], [0.0, 0.0, 0.0], [0.1, 0.0, 0.0], [-0.1, -0.1, -0.1], [0.1, 0.0, 0.0], [0.0, 0.0, 0.0], [0.0, 0.0, -0.1], [0.0, 0.0, 0.1], [0.0, 0.0, 0.0], [0.0, 0.0, 0.0], [0.0, 0.0, 0.1], [0.0, 0.0, 0.0], [0.0, 0.0, 0.0], [0.0, -0.1, 0.1], [0.2, 0.0, 0.0], [-0.1, 0.0, 0.0], [0.0, 0.0, -0.1], [-0.1, 0.1, 0.0], [-0.1, 0.0, 0.0], [0.0, 0.0, 0.0], [0.0, 0.0, 0.1], [0.0, 0.0, 0.0], [0.0, 0.0, 0.1]]
}



# 2
{
  "formula": "C27H57FN16O7PS",
  "method": "the ωB97M-V functional and the def2-TZVPD basis",
  "total_charge": 1,
  "symbols": ["C", "C", "C", "C", "C", "C", "O", "C", "C", "C", "C", "N", "C", "C", "C", "C", "N", "C", "C", "C", "S", "C", "N", "N", "C", "O", "C", "C", "C", "F", "N", "P", "N", "H", "H", "H", "H", "H", "H", "H", "H", "H", "H", "H", "H", "H", "H", "H", "H", "H", "H", "H", "H", "H", "H", "H", "H", "H", "H", "H", "H", "H", "H", "H", "H", "H", "H", "H", "H", "H", "C", "O", "N", "N", "H", "H", "H", "H", "C", "O", "N", "N", "H", "H", "H", "H", "C", "O", "N", "N", "H", "H", "H", "H", "C", "O", "N", "N", "H", "H", "H", "H", "C", "O", "N", "N", "H", "H", "H", "H"],
  "coordinates": [[-1.170457, -0.361798, 4.076187], [-1.449858, -1.429235, 3.006342], [-2.772847, -1.121077, 2.312264], [-0.229012, -1.550823, 2.058568], [0.581219, -2.817902, 2.350031], [-0.533511, -1.488661, 0.568321], [-0.704498, -0.131149, 0.100569], [0.215772, 0.339945, -0.838394], [1.613345, 0.242952, -0.242758], [1.860459, 1.082577, 0.830037], [3.100193, 1.033962, 1.449539], [4.057367, 0.182734, 1.084539], [3.803674, -0.645475, 0.077392], [2.603451, -0.655090, -0.625830], [-0.223530, 1.800892, -1.185399], [0.878845, 2.822499, -1.456537], [-1.155286, 1.835074, -2.293171], [-2.105691, 0.749971, -2.340342], [-3.201321, 1.104442, -3.347634], [-3.949342, 2.351854, -2.862293], [-5.212455, 1.904740, -1.638534], [-4.476324, 2.542901, -0.199672], [-4.172607, 3.748122, 0.109379], [-3.558896, 3.696344, 1.358385], [-3.568358, 2.467931, 1.698039], [-4.119093, 1.663002, 0.780650], [-1.429634, -0.644510, -2.501461], [-1.602361, -1.421137, -3.804780], [-2.949786, -2.136819, -3.896385], [-1.397189, -0.559588, -4.893379], [0.062919, -0.528375, -2.101409], [1.212752, -0.160400, -3.510834], [1.801487, -1.376554, -4.229974], [-1.445703, 0.626249, 3.690914], [-0.124114, -0.335628, 4.379688], [-1.794346, -0.530325, 4.955715], [-1.562667, -2.377372, 3.540465], [-3.121272, -1.986432, 1.741481], [-3.543040, -0.958586, 3.070023], [-2.707665, -0.267302, 1.639190], [0.433167, -0.703357, 2.260562], [0.074436, -3.712418, 1.981284], [0.729406, -2.920728, 3.425790], [1.573102, -2.757737, 1.893651], [-1.447183, -2.031631, 0.314297], [0.295841, -1.975361, 0.043566], [1.120782, 1.783933, 1.192593], [3.314493, 1.719210, 2.260258], [4.590458, -1.341952, -0.194498], [2.493248, -1.363636, -1.439457], [-0.761415, 2.125282, -0.286971], [1.629309, 2.485172, -2.171348], [1.386337, 3.146233, -0.550034], [0.397499, 3.705262, -1.881918], [-0.717315, 2.037575, -3.181987], [-2.564682, 0.722499, -1.346954], [-3.921030, 0.292803, -3.437649], [-2.764615, 1.313998, -4.324716], [-3.270043, 3.075986, -2.420957], [-4.468107, 2.848605, -3.680733], [-3.201231, 2.030150, 2.612559], [-1.863174, -1.296980, -1.741782], [-0.812767, -2.176765, -3.870470], [-3.399055, -1.938905, -4.866996], [-2.808877, -3.210552, -3.780485], [-3.645751, -1.842729, -3.110641], [0.349539, -1.482781, -1.872912], [0.429637, 0.699904, -4.277170], [2.141322, 0.641192, -2.854989], [1.592882, -2.330042, -3.980675], [1.702674, 4.970155, 2.187753], [2.108397, 3.816091, 2.081902], [2.552670, 6.013286, 2.382002], [0.376955, 5.287044, 2.118624], [2.248464, 6.963598, 2.477226], [3.532444, 5.807132, 2.439467], [-0.280837, 4.539481, 2.003746], [0.029451, 6.223078, 2.209782], [7.969288, -0.829290, 0.071248], [8.937616, -1.519671, -0.167169], [7.061652, -1.130471, 1.057156], [7.698078, 0.333252, -0.606774], [6.256966, -0.560990, 1.267608], [7.225501, -1.955973, 1.602272], [8.350296, 0.616146, -1.315702], [6.909172, 0.919167, -0.405910], [-6.229310, -2.633323, 1.609929], [-5.271336, -3.365045, 1.383056], [-7.187713, -2.936155, 2.527869], [-6.396006, -1.454599, 0.947890], [-7.973556, -2.344674, 2.720141], [-7.095203, -3.801563, 3.025854], [-5.726884, -1.232153, 0.234454], [-7.153293, -0.821092, 1.120449], [9.936626, 2.841521, 1.605749], [9.927188, 3.154967, 0.428317], [10.721482, 3.479974, 2.527712], [9.154972, 1.829824, 2.094296], [10.750270, 3.230735, 3.497295], [11.308389, 4.220563, 2.193719], [8.595785, 1.332582, 1.425356], [9.134399, 1.552191, 3.056329], [-5.331977, -5.382524, -1.850756], [-5.041105, -4.271697, -2.278235], [-5.529796, -5.626767, -0.524621], [-5.466776, -6.461007, -2.683642], [-5.740100, -6.534695, -0.157544], [-5.444694, -4.838443, 0.099367], [-5.330550, -6.305765, -3.664072], [-5.706431, -7.379077, -2.362295]],
  "forces_ev_per_a": [[-0.3, 0.0, -0.1], [0.1, 0.4, 0.2], [-0.1, -0.7, 0.1], [0.1, 0.0, 0.1], [0.1, 0.2, 0.1], [0.1, -0.2, 0.1], [-0.3, -0.1, -0.3], [0.3, -0.1, 0.6], [-0.1, -0.2, -0.3], [0.2, 0.0, 0.2], [-0.1, 0.0, 0.0], [0.2, -0.1, -0.1], [-0.1, -0.1, -0.1], [0.0, 0.1, 0.2], [0.0, 0.2, -0.1], [-0.1, 0.2, 0.0], [0.2, -0.2, 0.0], [-0.1, 0.1, 0.0], [0.0, 0.3, 0.2], [0.0, -0.1, -0.3], [-0.2, 0.1, 0.1], [0.0, -0.2, 0.1], [0.1, 0.4, -0.1], [0.1, 0.5, -0.2], [0.2, -0.3, 0.5], [-0.2, -0.3, -0.1], [-0.2, -0.2, 0.2], [0.0, -0.1, 0.1], [0.1, 0.1, 0.2], [0.0, -0.1, 0.1], [-0.3, 0.4, -0.6], [0.4, -0.6, -0.6], [-0.5, 0.2, 0.7], [0.2, 0.0, 0.0], [0.0, 0.0, 0.1], [0.1, 0.0, 0.0], [0.0, -0.1, -0.2], [-0.1, 0.1, -0.1], [0.0, 0.2, -0.1], [0.0, 0.1, 0.1], [-0.1, 0.0, -0.1], [0.0, 0.0, 0.1], [0.0, -0.1, 0.0], [-0.1, -0.1, -0.1], [0.0, 0.0, 0.0], [0.0, 0.1, 0.0], [0.1, 0.0, 0.0], [0.0, 0.0, 0.0], [0.0, 0.0, 0.0], [0.0, 0.0, 0.0], [0.0, -0.1, 0.0], [0.0, 0.0, 0.0], [0.0, -0.1, 0.0], [0.0, 0.0, 0.0], [0.0, 0.0, 0.0], [-0.1, 0.0, 0.0], [0.1, -0.1, -0.2], [0.0, -0.1, 0.0], [0.0, 0.0, 0.0], [0.0, -0.1, 0.0], [0.0, 0.0, 0.0], [0.2, 0.0, 0.0], [0.0, 0.1, -0.1], [0.0, 0.0, 0.0], [-0.1, 0.0, -0.1], [0.0, 0.0, -0.1], [0.0, 0.0, 0.2], [0.0, 0.1, 0.1], [-0.1, 0.2, 0.1], [0.2, -0.1, -0.3], [0.0, 0.1, 0.1], [-0.2, 0.0, -0.1], [0.0, 0.0, 0.0], [0.1, 0.0, -0.1], [0.0, 0.0, 0.0], [0.0, 0.0, 0.0], [0.0, 0.0, 0.0], [0.0, 0.0, 0.0], [-0.1, 0.1, 0.1], [0.0, 0.0, 0.0], [-0.2, 0.0, 0.1], [0.0, -0.1, 0.0], [0.0, 0.1, 0.0], [0.1, 0.0, 0.0], [0.1, 0.1, 0.1], [0.0, 0.0, 0.0], [-0.1, 0.2, -0.1], [-0.1, -0.1, 0.1], [0.1, -0.1, 0.0], [0.1, 0.1, 0.0], [0.0, 0.0, 0.0], [0.0, 0.0, 0.0], [0.0, 0.0, 0.0], [0.0, 0.0, 0.0], [0.0, 0.0, 0.0], [0.0, 0.0, 0.0], [-0.1, 0.0, 0.0], [-0.1, 0.1, 0.0], [0.0, 0.0, 0.0], [0.0, 0.0, 0.0], [0.1, -0.1, 0.0], [0.1, 0.0, 0.0], [0.0, -0.2, 0.2], [0.1, 0.1, -0.1], [0.0, 0.2, -0.3], [0.1, 0.1, 0.0], [0.0, 0.0, 0.0], [0.1, 0.0, 0.2], [0.0, 0.0, 0.0], [0.0, 0.0, 0.0]]
}



Number 1: HOMO level -8.272 eV, HOMO-LUMO gap 8.24 eV. Number 2: HOMO level -11.073 eV, HOMO-LUMO gap 8.79 eV.